# 1
This record from OMol25 describes a structure of composition C34H28BrN2O2STeTl. The level of theory is ωB97M-V/def2-TZVPD.

As for the frontier orbital gap (alpha / beta): 4.26 / 4.11 eV. The calculation puts the energy above the lowest of the compared OMol25 structures with the same formula, charge and spin at 15.94 kcal per mole. The calculated total energy comes out at -4985.035008 Eh. As for the total charge: -2. The value obtained for the HOMO energy (alpha / beta) is -0.5 / -0.3 eV.

Geometry (Å):
Tl 0.57 1.19 1.29
O 0.72 -1.33 -1.14
C 1.65 -2.30 -1.02
C 1.54 -3.50 -1.71
C 2.51 -4.49 -1.60
C 3.62 -4.28 -0.80
C 3.73 -3.08 -0.11
C 2.77 -2.08 -0.19
C 2.91 -0.81 0.64
O 1.86 -0.63 1.47
N 3.13 0.32 -0.32
N 2.88 1.56 0.28
C 3.84 2.45 0.19
C 3.81 3.80 0.57
Br 2.10 4.49 1.13
C 4.85 4.73 0.58
C 6.26 4.49 0.60
C 7.14 5.58 0.35
C 8.51 5.43 0.36
C 9.10 4.19 0.62
C 8.26 3.12 0.89
C 6.89 3.25 0.88
H -0.10 -1.71 -1.50
H 0.67 -3.66 -2.34
H 2.39 -5.42 -2.15
H 4.38 -5.04 -0.71
H 4.58 -2.91 0.54
H 3.85 -0.92 1.23
H 4.09 0.27 -0.65
H 4.77 2.15 -0.29
H 4.56 5.77 0.59
H 6.71 6.55 0.14
H 9.14 6.30 0.15
H 10.18 4.08 0.62
H 8.69 2.15 1.12
H 6.28 2.39 1.14
Te -3.09 2.00 -0.09
C -5.05 2.24 -0.87
C -6.04 1.30 -0.90
C -7.25 1.77 -1.49
C -7.16 3.06 -1.91
S -5.60 3.70 -1.59
H -5.90 0.30 -0.50
H -8.14 1.17 -1.60
H -7.92 3.66 -2.39
C -6.77 -3.37 2.60
C -6.40 -3.20 1.27
C -5.49 -2.23 0.90
C -4.89 -1.36 1.85
C -5.31 -1.54 3.20
C -6.21 -2.51 3.56
C -3.99 -0.30 1.53
C -3.32 -0.03 0.32
C -2.87 -1.00 -0.64
C -2.49 -2.30 -0.22
C -2.07 -3.26 -1.12
C -1.98 -2.98 -2.49
C -2.30 -1.69 -2.92
C -2.72 -0.73 -2.02
H -7.48 -4.14 2.89
H -6.83 -3.83 0.51
H -5.24 -2.11 -0.15
H -4.89 -0.89 3.96
H -6.49 -2.62 4.60
H -3.91 0.46 2.31
H -2.52 -2.54 0.83
H -1.76 -4.23 -0.75
H -1.65 -3.73 -3.19
H -2.21 -1.43 -3.97
H -2.97 0.26 -2.38

Results of the natural (NBO) charge analysis, in e, for atoms 1 through 5:
1 Tl 0.805
2 O -0.673
3 C 0.412
4 C -0.315
5 C -0.216



# 2
This record from OMol25 describes an isolated molecule of C6H15N2OP. The level of theory is ωB97M-V/def2-TZVPD.

As for the frontier orbital gap: 10.45 eV. The calculation puts the energy above the lowest of the compared OMol25 structures with the same formula, charge and spin at 43.46 kcal per mole. The calculated total energy comes out at -763.669474 Eh. The structure (SMILES) is [H]/N=C\CN[P@H](=O)C(C)(C)C. The value obtained for the HOMO energy is -9.8 eV.

Geometry (Å):
H -2.71 3.24 0.78
N -2.18 3.68 1.58
C -1.07 3.12 1.70
C -0.43 1.83 1.08
N -1.27 0.96 0.33
P -0.81 -0.05 -0.97
O -1.93 -0.80 -1.51
C 0.62 -1.08 -0.61
C 0.15 -2.03 0.49
C 0.70 -2.15 -1.76
C 2.01 -0.50 -0.40
H -0.28 3.43 2.46
H 0.45 2.17 0.66
H -0.05 1.21 1.84
H -2.17 0.94 0.77
H -0.31 0.74 -1.96
H 0.60 -3.00 0.57
H 0.22 -1.60 1.55
H -0.89 -2.09 0.55
H -0.17 -2.62 -1.98
H 1.40 -2.83 -1.58
H 1.06 -1.58 -2.69
H 1.89 0.30 0.24
H 2.69 -1.12 0.12
H 2.48 -0.18 -1.26

Results of the natural (NBO) charge analysis, in e, for atoms 1 through 5:
1 H 0.338
2 N -0.599
3 C 0.150
4 C -0.298
5 N -0.986



# 3
This record from OMol25 describes a cluster of 12 separate species, C28H81NO24 in total. The level of theory is ωB97M-V/def2-TZVPD.

As for the frontier orbital gap: 9.72 eV. The calculation puts the energy above the lowest of the compared OMol25 structures with the same formula, charge and spin at 28.03 kcal per mole. The calculated total energy comes out at -2975.701316 Eh. The structure (SMILES) is COCCNCCOC.OCCO.OCCO.OCCO.OCCO.OCCO.OCCO.OCCO.OCCO.OCCO.OCCO.OCCO. The value obtained for the HOMO energy is -9.2 eV.

Geometry (Å):
C -1.26 -3.46 -5.11
O -0.55 -2.91 -4.00
C 0.01 -1.61 -4.24
C -0.93 -0.45 -4.03
N -1.54 -0.50 -2.74
C -2.84 0.21 -2.54
C -2.75 1.66 -2.83
O -2.73 1.93 -4.21
C -2.71 3.37 -4.32
H -1.69 -4.47 -4.89
H -0.54 -3.56 -5.95
H -2.14 -2.81 -5.39
H 0.51 -1.55 -5.20
H 0.84 -1.57 -3.48
H -1.67 -0.50 -4.85
H -0.47 0.54 -4.22
H -1.61 -1.45 -2.32
H -3.11 -0.01 -1.53
H -3.56 -0.23 -3.24
H -1.91 2.14 -2.36
H -3.59 2.11 -2.35
H -1.92 3.85 -3.78
H -3.64 3.80 -3.86
H -2.67 3.61 -5.40
O -1.49 -3.65 0.15
C -0.74 -4.66 -0.48
C 0.44 -4.02 -1.24
O 1.58 -3.83 -0.36
H -2.24 -3.95 0.69
H -0.23 -5.40 0.13
H -1.29 -5.13 -1.36
H 0.14 -3.06 -1.60
H 0.67 -4.55 -2.12
H 2.21 -3.32 -0.87
O -1.33 -2.80 2.86
C -1.42 -2.46 4.22
C -1.58 -3.69 5.05
O -0.43 -4.55 4.90
H -0.44 -3.20 2.57
H -0.54 -1.81 4.51
H -2.28 -1.73 4.35
H -2.52 -4.21 4.72
H -1.68 -3.50 6.10
H -0.34 -4.75 3.93
O 3.38 2.86 2.36
C 3.46 3.72 1.19
C 4.80 3.49 0.53
O 4.89 2.23 0.00
H 2.54 2.36 2.16
H 2.68 3.52 0.48
H 3.32 4.75 1.48
H 5.64 3.72 1.26
H 4.92 4.17 -0.38
H 4.47 1.70 0.64
O 3.13 -1.72 -1.47
C 4.15 -0.82 -1.85
C 4.73 -1.40 -3.09
O 3.88 -1.10 -4.21
H 2.38 -1.20 -1.03
H 3.72 0.20 -1.92
H 4.85 -0.87 -1.02
H 4.69 -2.53 -2.99
H 5.79 -1.10 -3.18
H 4.31 -1.44 -5.01
O 0.72 -0.53 -0.96
C 0.17 -0.80 0.36
C 1.20 -0.22 1.43
O 1.08 1.23 1.61
H -0.05 -0.50 -1.56
H -0.78 -0.34 0.57
H 0.01 -1.76 0.62
H 2.20 -0.50 1.12
H 0.99 -0.67 2.37
H 0.91 1.59 0.79
O 0.98 -3.94 2.38
C 2.12 -3.51 3.28
C 3.34 -4.40 2.93
O 3.77 -4.07 1.63
H 1.24 -3.79 1.44
H 2.37 -2.42 3.36
H 1.80 -3.83 4.28
H 2.94 -5.44 2.99
H 4.15 -4.31 3.63
H 3.02 -4.50 1.15
O -2.27 3.50 1.72
C -2.74 2.20 1.65
C -4.07 2.01 2.38
O -3.97 1.45 3.67
H -2.03 3.65 2.66
H -2.85 2.07 0.56
H -2.01 1.49 2.04
H -4.86 1.61 1.80
H -4.47 3.04 2.61
H -3.78 0.53 3.59
O 0.22 3.53 0.26
C 0.44 4.81 -0.30
C -0.61 5.09 -1.37
O -1.91 4.66 -1.03
H -0.52 3.49 0.88
H 0.43 5.56 0.45
H 1.46 4.86 -0.72
H -0.40 4.46 -2.17
H -0.57 6.10 -1.74
H -2.21 5.07 -0.16
O 2.50 4.17 -2.77
C 2.01 2.87 -2.97
C 2.60 2.28 -4.34
O 3.85 1.65 -4.09
H 3.45 4.10 -2.97
H 2.23 2.11 -2.23
H 0.93 2.95 -3.12
H 2.70 3.13 -5.01
H 1.85 1.71 -4.89
H 3.73 0.70 -4.03
O -2.19 3.26 4.57
C -0.96 3.27 5.33
C 0.16 2.57 4.56
O -0.20 1.23 4.31
H -2.54 2.35 4.59
H -0.53 4.23 5.55
H -1.07 2.82 6.30
H 1.06 2.65 5.21
H 0.33 3.15 3.63
H 0.04 1.11 3.38
O -4.05 -3.94 1.33
C -4.81 -2.86 0.97
C -4.02 -1.56 0.80
O -3.24 -1.28 2.01
H -3.64 -3.75 2.22
H -5.22 -3.11 0.00
H -5.64 -2.65 1.63
H -4.79 -0.81 0.73
H -3.37 -1.53 -0.14
H -2.38 -1.70 1.91

Results of the Mulliken charge analysis, in e, for atoms 1 through 5:
1 C -0.803
2 O -0.176
3 C -0.042
4 C -0.532
5 N -0.068



# 4
This record from OMol25 describes a cluster of 2 separate species, C12H15NO in total. The level of theory is ωB97M-V/def2-TZVPD.

As for the frontier orbital gap: 8.04 eV. The calculation puts the energy above the lowest of the compared OMol25 structures with the same formula, charge and spin at 73.07 kcal per mole. The calculated total energy comes out at -596.171188 Eh. The structure (SMILES) is CC1(C)C/C1=C1\C=CC=CC1.N=C=O. The value obtained for the HOMO energy is -7.9 eV.

Geometry (Å):
C -0.86 2.78 0.34
C -0.21 1.79 -0.61
C 1.07 2.32 -1.22
C -1.10 0.94 -1.51
C -0.32 0.34 -0.41
C 0.31 -0.75 0.02
C -0.04 -2.06 -0.49
C 0.65 -3.16 -0.16
C 1.76 -3.09 0.76
C 2.10 -1.94 1.34
C 1.40 -0.65 1.07
H -1.82 2.42 0.70
H -1.02 3.73 -0.17
H -0.21 2.96 1.19
H 0.87 3.21 -1.81
H 1.53 1.58 -1.87
H 1.79 2.59 -0.44
H -0.77 0.73 -2.52
H -2.17 1.05 -1.43
H -0.85 -2.10 -1.20
H 0.40 -4.12 -0.59
H 2.30 -4.00 0.98
H 2.93 -1.89 2.03
H 2.13 0.10 0.74
H 0.98 -0.27 2.01
N -2.67 -1.33 0.93
C -2.92 -0.18 0.72
O -3.44 0.84 0.58
H -1.82 -1.84 1.00

Results of the natural (NBO) charge analysis, in e, for atoms 1 through 5:
1 C -0.605
2 C -0.059
3 C -0.599
4 C -0.456
5 C 0.016



# 5
This record from OMol25 describes a cluster of 4 separate species, C44H87N10O4 in total. The level of theory is ωB97M-V/def2-TZVPD.

As for the frontier orbital gap: 6.42 eV. The calculated total energy comes out at -2576.421793 Eh. As for the total charge: +1. The value obtained for the HOMO energy is -9.7 eV.

Geometry (Å):
C -4.76 -1.20 -0.64
C -3.83 -2.26 -0.86
C -3.00 -2.47 -2.25
C -1.46 -2.36 -1.87
N -1.15 -1.59 -0.68
C 0.30 -1.70 -0.66
N 0.99 -1.13 0.33
C 2.46 -1.11 0.55
C 3.20 0.12 -0.18
C 2.44 1.53 -0.05
C 2.83 2.47 -1.33
C 1.56 3.33 -1.87
N 1.63 4.78 -1.44
O 0.25 -0.46 1.27
C -0.14 -1.35 2.36
C -0.33 -0.40 3.66
N -0.88 -1.14 4.85
C 0.15 -1.31 5.92
C -0.51 -2.27 7.06
C -0.23 -3.82 6.68
O -0.08 -1.93 8.40
N 0.85 -2.45 -1.75
C 2.21 -2.80 -2.20
C 2.75 -4.21 -1.60
O 3.89 -4.62 -1.97
C 1.93 -5.15 -0.62
C 1.84 -6.67 -1.00
C 1.10 -7.73 -0.11
C 0.41 -7.30 1.22
C 0.49 -5.78 1.60
C 1.24 -4.72 0.70
N -0.26 -2.87 -2.48
C -0.32 -3.72 -3.70
C -1.28 -5.04 -3.53
C -2.24 -5.10 -4.82
N -3.13 -4.02 -5.31
O -2.22 -6.17 -5.50
H -4.49 -0.09 -0.62
H -5.85 -1.53 -0.39
H -3.63 -3.06 -0.06
H -3.33 -3.48 -2.65
H -3.28 -1.60 -2.96
H 2.63 -0.96 1.68
H 2.95 -2.14 0.32
H 4.24 0.26 0.32
H 3.42 -0.05 -1.29
H 1.30 1.46 -0.05
H 2.88 2.07 0.86
H 3.68 3.21 -1.07
H 3.20 1.86 -2.23
H 0.55 2.91 -1.54
H 1.54 3.36 -3.03
H 1.60 4.85 -0.41
H 0.76 5.24 -1.78
H -1.16 -1.82 2.07
H 0.68 -2.13 2.53
H -1.05 0.48 3.45
H 0.72 0.03 3.90
H -1.22 -2.08 4.56
H 1.12 -1.83 5.57
H 0.42 -0.27 6.32
H -1.65 -2.09 6.97
H 0.84 -4.10 6.99
H -0.96 -4.54 7.20
H -0.29 -3.93 5.53
H 0.89 -1.78 8.38
H 2.30 -2.92 -3.35
H 3.02 -2.03 -1.92
H 2.34 -7.10 -1.94
H 1.06 -8.85 -0.38
H -0.10 -8.09 1.87
H 0.00 -5.51 2.60
H 1.29 -3.64 1.05
H -0.71 -3.04 -4.55
H 0.68 -4.13 -4.06
H -0.65 -6.00 -3.55
H -1.84 -5.03 -2.53
H -2.62 -3.16 -5.53
H -3.95 -3.87 -4.70
C 3.71 1.71 4.84
C 3.43 2.33 6.21
N 3.92 1.53 7.32
C 3.40 1.95 8.62
C 3.79 3.34 9.12
C 5.34 1.19 7.30
C 6.34 2.35 7.24
H 3.32 0.69 4.78
H 3.21 2.30 4.06
H 4.78 1.70 4.61
H 2.34 2.42 6.30
H 3.83 3.35 6.23
H 3.68 1.21 9.38
H 2.31 1.90 8.57
H 4.82 3.38 9.46
H 3.16 3.61 9.97
H 3.64 4.11 8.36
H 5.53 0.55 6.43
H 5.58 0.56 8.16
H 6.07 3.10 6.51
H 7.33 1.96 6.96
H 6.46 2.83 8.22
C 3.74 5.38 -8.04
C 4.11 4.17 -7.20
N 2.96 3.43 -6.68
C 3.31 2.47 -5.65
C 4.21 1.30 -6.04
C 2.00 2.97 -7.67
C 2.50 2.06 -8.79
H 3.06 6.05 -7.49
H 4.63 5.95 -8.30
H 3.25 5.10 -8.98
H 4.70 4.54 -6.35
H 4.78 3.52 -7.78
H 2.39 2.07 -5.19
H 3.81 3.01 -4.83
H 3.66 0.56 -6.63
H 4.56 0.78 -5.14
H 5.09 1.61 -6.60
H 1.53 3.85 -8.14
H 1.17 2.47 -7.16
H 3.43 2.42 -9.24
H 1.76 2.01 -9.59
H 2.66 1.04 -8.44
C -8.13 1.53 1.50
C -7.52 2.14 0.24
N -8.12 1.65 -1.00
C -7.34 1.99 -2.19
C -7.21 3.48 -2.54
C -9.56 1.80 -1.13
C -10.14 3.21 -1.01
H -8.10 0.44 1.46
H -7.56 1.85 2.38
H -9.16 1.85 1.65
H -6.45 1.88 0.25
H -7.57 3.23 0.31
H -7.76 1.46 -3.06
H -6.33 1.58 -2.07
H -8.14 3.88 -2.95
H -6.44 3.60 -3.31
H -6.91 4.08 -1.68
H -10.04 1.17 -0.36
H -9.89 1.36 -2.07
H -9.73 3.76 -0.16
H -11.22 3.15 -0.85
H -9.99 3.79 -1.92

Results of the Mulliken charge analysis, in e, for atoms 1 through 5:
1 C -0.807
2 C -0.330
3 C 0.189
4 C 0.046
5 N -0.371



# 6
This record from OMol25 describes an isolated molecule of C6H8OS2. The level of theory is ωB97M-V/def2-TZVPD.

As for the frontier orbital gap (alpha / beta): 7.16 / 6.84 eV. Its expectation value of S² is 2.0151. The calculated total energy comes out at -1104.812293 Eh. The multiplicity is 3. The value obtained for the HOMO energy (alpha / beta) is -6.6 / -8.8 eV.

Geometry (Å):
C 2.58 0.42 0.54
C 2.10 -0.81 0.77
C -0.34 0.60 -0.36
C -1.42 0.49 -1.07
C 2.37 1.14 -0.71
C -2.22 -0.74 -1.12
O 0.87 -1.92 -1.46
S 0.77 1.97 -0.25
S 0.66 -1.64 -0.04
H 3.36 0.90 1.15
H 2.26 -1.30 1.74
H -1.76 1.38 -1.65
H 3.09 1.95 -0.78
H 2.35 0.50 -1.66
H -1.51 -1.45 -1.67
H -3.17 -0.69 -1.69
H -2.22 -1.11 -0.06

Results of the natural (NBO) charge analysis, in e, for atoms 1 through 5:
1 C -0.170
2 C -0.464
3 C -0.217
4 C -0.292
5 C -0.558